Entry 1:
Density functional theory data (wB97M-V/def2-TZVPD) for 2 unconnected molecules or ions with the total composition C5H10O at a distorted geometry.

Structure (XYZ):
```
16
Properties=species:S:1:pos:R:3:forces:R:3
C -2.52076 0.75618 2.26266 0.24 0.43 -1.22
C -1.73041 0.80717 1.12316 0.21 0.13 0.08
C -0.57993 0.07571 0.83448 1.04 0.79 0.14
C 0.33006 0.35647 -0.19792 0.18 -0.12 0.37
C 1.70893 -0.27797 -0.23564 -0.92 0.09 0.13
H -3.43449 1.33226 2.21144 -0.12 -0.12 0.74
H -2.20357 0.08736 3.03813 -0.49 -0.25 0.55
H -1.87497 1.61678 0.41129 -0.63 -0.04 -0.24
H -0.14548 -0.46676 1.66746 -0.17 -0.69 0.11
H 0.07937 1.11594 -0.92427 0.04 0.16 -0.24
H 2.51231 0.39553 -0.54551 -0.03 0.04 -0.36
H 1.61509 -1.12647 -0.90747 1.01 -0.35 0.07
H 2.02060 -0.64806 0.74953 -0.21 -0.09 -0.02
H 0.83591 -1.28736 -2.60932 0.16 0.07 -0.17
H 1.99152 -1.02689 -3.59727 -0.06 0.13 0.18
O 1.39584 -1.70990 -3.28076 -0.25 -0.18 -0.12
```
Forces are in eV/Å.

Output
charge: -1
Kohn-Sham gap (alpha / beta): 3.61 / 6.18 eV
2S+1: 2
relative energy (zero: lowest compared OMol25 entry of this formula, charge and spin): 75.91 kJ/mol
E_LUMO (alpha / beta): 3.8 / 3.8 eV
HOMO energy (alpha / beta): 0.0084 / -0.0888 hartree

Table of Löwdin atomic charges, one value per atom, all in e: C -0.149; C -0.343; C -0.261; C -0.269; C -0.190; H -0.025; H -0.013; H 0.070; H 0.075; H 0.042; H 0.045; H 0.015; H 0.051; H 0.012; H 0.026; O -0.086


Entry 2:
Density functional theory data (wB97M-V/def2-TZVPD) for a molecular structure, C13H8Br3LaO3P at a distorted geometry.

Structure (XYZ):
```
29
Properties=species:S:1:pos:R:3:forces:R:3
C 2.68350 -1.08957 1.03794 -0.08 -0.80 0.34
C 3.24957 -0.33211 -0.08177 0.61 -0.01 -0.12
Br 5.09882 -0.05474 -0.03617 -0.37 -0.01 0.03
C 2.42663 0.07765 -1.06364 -0.39 0.03 -0.18
Br 3.07146 1.00545 -2.53620 -0.49 -0.14 0.19
C 0.93340 -0.20201 -0.93567 2.42 1.26 -0.04
C 0.42232 -1.33620 -1.52716 0.09 -0.20 0.03
C -0.91911 -1.60334 -1.38611 0.10 -0.94 -0.48
C -1.76124 -0.76468 -0.67568 -1.27 -1.03 0.34
P -3.60877 -1.15586 -0.47202 -0.95 1.01 -0.36
O -3.54586 -2.18194 0.82974 0.99 -0.48 -0.54
Br -4.02432 -2.35757 -2.26519 0.39 -0.13 0.70
C -1.25293 0.38783 -0.11567 0.92 0.86 1.13
C 0.13690 0.70716 -0.23016 -0.85 -0.75 0.67
C 0.63027 1.98728 0.41221 0.51 0.80 -0.11
O 1.75504 2.08841 0.87446 -0.86 -0.57 -0.09
C -0.36521 3.09938 0.43679 0.67 -0.44 -0.35
C -1.64891 2.79653 0.55734 -0.63 0.08 -0.08
C -2.07348 1.37602 0.69138 -0.37 0.29 0.02
O -2.97154 1.00786 1.42629 0.69 -0.27 -0.17
H 1.77777 -0.52032 1.41290 1.15 1.15 -0.64
H 2.28775 -2.07086 0.65099 -0.02 0.19 0.49
H 3.36320 -1.20863 1.88688 0.11 -0.16 -0.12
H 1.07202 -1.99492 -2.08790 0.03 -0.04 -0.07
H -1.29391 -2.51139 -1.84464 -0.28 0.08 -0.04
H -3.25915 -1.67481 1.59477 -0.73 0.30 0.24
H -0.00359 4.11709 0.35955 0.11 0.01 0.22
H -2.39229 3.58431 0.60439 -0.20 -0.17 0.20
La 0.21163 -1.17602 2.48237 -1.30 0.11 -1.21
```
Forces are in eV/Å.

Output
charge: +3
Kohn-Sham gap: 3.49 eV
relative energy (zero: lowest compared OMol25 entry of this formula, charge and spin): 0.00 kJ/mol
E_LUMO: -14.0 eV
HOMO energy: -0.6424 hartree

Table of Löwdin atomic charges, one value per atom, all in e: C -0.214; C -0.793; Br 0.948; C -0.688; Br 0.997; C -0.215; C 0.029; C -0.054; C -0.329; P 0.605; O -0.330; Br 0.491; C -0.166; C -0.098; C -0.307; O 0.143; C 0.074; C 0.073; C -0.344; O 0.103; H -0.108; H 0.126; H 0.108; H 0.160; H 0.094; H 0.010; H 0.156; H 0.157; La 2.368


Entry 3:
Density functional theory data (wB97M-V/def2-TZVPD) for 4 unconnected molecules or ions with the total composition C2H12O3S at a distorted geometry.

Structure (XYZ):
```
18
Properties=species:S:1:pos:R:3:forces:R:3
C 1.16899 -0.84227 1.89200 -0.88 0.02 1.95
C 1.96522 0.01017 0.90850 1.99 -1.18 -0.04
S 1.97513 1.78241 1.42571 -0.70 -0.60 -0.48
H 1.54794 -1.83526 2.14540 0.52 0.04 -0.54
H 0.12095 -1.05479 1.61598 0.34 0.52 -0.20
H 1.12802 -0.34474 2.91388 0.03 -0.39 -1.28
H 3.09535 -0.34688 0.93143 -2.21 0.99 0.00
H 1.63945 -0.19367 -0.13997 0.18 0.60 0.74
H 0.61948 1.87366 1.60880 0.73 -0.02 -0.13
H -2.13340 -2.14994 -2.80580 0.09 0.00 -0.08
H -2.23898 -1.27000 -4.04385 0.05 0.07 -0.10
O -2.72364 -1.54506 -3.26303 -0.10 -0.11 0.16
H -3.93809 -2.16917 0.87023 -0.31 -0.38 -0.38
H -3.08625 -2.37033 -0.46620 -0.64 -0.24 0.00
O -3.14604 -1.94452 0.38705 0.94 0.65 0.41
H 0.41223 1.05061 -2.61230 0.04 -0.14 0.13
H -0.08748 0.93433 -1.15000 0.06 -0.18 0.01
O -0.04267 1.51851 -1.90816 -0.13 0.36 -0.17
```
Forces are in eV/Å.

Output
charge: 0
Kohn-Sham gap: 9.33 eV
structure (SMILES): CCS.O.O.O
relative energy (zero: lowest compared OMol25 entry of this formula, charge and spin): 112.02 kJ/mol
E_LUMO: 0.3 eV
HOMO energy: -0.3325 hartree

Table of Löwdin atomic charges, one value per atom, all in e: C -0.218; C -0.633; S 0.648; H 0.058; H 0.065; H 0.073; H 0.101; H 0.050; H -0.126; H 0.025; H 0.033; O -0.052; H 0.031; H 0.014; O -0.049; H 0.032; H 0.007; O -0.056


The highest charge belongs to which entry? C13H8Br3LaO3P


What is the relative energy (zero: lowest compared OMol25 entry of this formula, charge and spin) in the third record? 112.02 kJ/mol


What is the formula in the second record? C13H8Br3LaO3P